Arrangement P

Entry from OMol25: a cluster of 2 separate species, CH2BrNO4 in total (wB97M-V/def2-TZVPD).

```
9
CH2BrNO4 (wB97M-V/def2-TZVPD)
C -1.20791 0.22570 0.15263
N -1.33382 -1.12326 0.05886
O -1.55933 -1.73013 1.12821
O -1.37006 -1.62843 -1.02341
O -0.91265 0.98615 -0.87132
O 0.91751 -0.49654 0.78124
Br -1.90770 1.01265 1.55820
H -0.35268 0.59743 -1.57517
H 0.99732 -1.04364 1.53506
```

***

Arrangement Q

9
Properties=species:S:1:pos:R:3 method="wB97M-V/def2-TZVPD" smiles="O=C(Br)[N+]([O-])(O)O"
O 0.98709 1.84124 0.93305
C 1.03771 0.72638 0.56954
Br 2.42388 -0.35124 -0.04718
N -0.18151 -0.15623 -0.04231
O 0.15637 -0.49099 -1.17291
O -1.32303 0.69742 -0.14163
O -0.53342 -1.18344 0.82753
H -1.52243 0.71993 -1.15450
H -1.04466 -1.80308 0.22841

***

arrangement Q is favored, and the nearest alternative lies 0.0518 hartree above it.

***

Arrangement P

Entry from OMol25: a structure of composition C14H2BF5N4O10S2W (wB97M-V/def2-TZVPD).

```
39
C14H2BF5N4O10S2W (wB97M-V/def2-TZVPD)
W -0.09871 0.56643 0.97300
S 3.45516 0.34713 0.85679
C 2.97176 1.99789 1.03400
S 1.28845 2.47923 0.83424
C 3.89133 2.94421 1.33485
C 5.26511 2.58498 1.52432
N 6.35782 2.25601 1.65829
C 3.53263 4.32414 1.47958
N 3.25260 5.43160 1.59777
O -2.17416 -2.95458 1.10221
C -1.48217 -2.13180 0.58868
O -0.80304 -1.20255 1.30176
C -1.18901 -2.06733 -0.87323
C -1.31734 -3.22166 -1.62843
C -0.94118 -3.19978 -2.95563
C -0.42898 -2.06826 -3.56099
C -0.30688 -0.92641 -2.79961
C -0.71713 -0.90151 -1.46909
O -0.68448 0.27300 -0.79695
N 0.29241 0.26681 -3.41470
O 0.05865 0.45359 -4.58894
O 0.99929 0.96410 -2.71184
N -1.06944 -4.43291 -3.75612
O -1.53058 -5.40602 -3.20214
O -0.70216 -4.38257 -4.90983
H -1.69471 -4.12783 -1.17642
H -0.12878 -2.07742 -4.59846
F -3.69197 1.34378 4.49936
C -2.40456 1.04893 4.42037
F -2.19668 -0.16235 4.94525
F -1.70268 1.94457 5.11127
C -1.95095 1.02466 2.94922
O -2.70638 0.96009 2.01491
O -0.63672 1.05132 2.78080
F -1.72387 2.67624 -0.74011
B -1.21645 2.51343 0.45621
F -1.43368 3.44175 1.36501
O 1.71360 -1.33695 -0.10349
C 1.85389 -0.29394 0.45811
```

***

Arrangement Q

Entry from OMol25: a structure of composition C14H2BF5N4O10S2W (wB97M-V/def2-TZVPD).

```
39
C14H2BF5N4O10S2W (wB97M-V/def2-TZVPD)
W -1.02391 -0.42350 -0.57231
S -0.97769 -3.97940 -0.13130
C -2.69478 -3.46209 -0.23226
S -3.11778 -1.88176 -0.82953
C -3.63092 -4.35053 0.17371
C -3.27554 -5.60093 0.76431
N -3.00002 -6.59346 1.27517
C -5.02841 -4.07299 0.06385
N -6.15835 -3.89132 -0.03698
O 0.17618 -0.85821 3.23304
C 0.10768 -0.27141 2.20085
O -0.83683 -0.56804 1.26874
C 1.02696 0.84005 1.80895
C 1.85298 1.34250 2.79899
C 2.71189 2.38568 2.52175
C 2.75115 2.96635 1.27028
C 1.95154 2.46722 0.26449
C 1.07598 1.38114 0.50360
O 0.29721 0.91249 -0.45235
N 2.03958 3.11743 -1.05421
O 1.51049 2.58442 -2.00871
O 2.66689 4.15509 -1.10283
N 3.59854 2.89092 3.57752
O 3.53787 2.34446 4.66003
O 4.33022 3.81683 3.29108
H 1.81449 0.90740 3.78782
H 3.40726 3.80217 1.07540
F 0.42767 -1.62495 -4.53901
C 0.66256 -0.40316 -4.04378
F 1.33898 0.29176 -4.92081
F 1.44601 -0.57257 -2.95815
C -0.70942 0.24881 -3.61785
O -1.31814 0.98482 -4.30940
O -1.12777 -0.22203 -2.42562
F -1.95522 1.96072 0.97324
B -2.11568 1.40113 -0.24000
F -2.06639 2.33886 -1.18342
O 0.71468 -1.94968 -0.40431
C -0.40997 -2.41422 -0.45003
```

***

arrangement P is favored, and the nearest alternative lies 0.0289 hartree above it.